(1)
Entry from OMol25: a cluster of 2 separate species, C2H10N2O2 in total in a non-equilibrium geometry (the ωB97M-V functional and the def2-TZVPD basis).

```
16
Properties=species:S:1:pos:R:3:nbo_charge:R:1
C 1.486 0.447 0.946 -0.436
N 0.490 -0.028 0.007 -0.161
C 0.884 0.161 -1.375 -0.437
O 0.219 -1.444 0.244 -0.585
H 1.131 0.247 1.956 0.223
H 1.605 1.520 0.818 0.217
H 2.463 -0.038 0.801 0.168
H 0.102 -0.254 -2.008 0.230
H 0.967 1.229 -1.571 0.215
H 1.841 -0.326 -1.612 0.168
H 1.048 -1.948 0.164 0.445
N -2.814 -0.189 0.022 -0.549
O -2.091 0.949 0.477 -0.639
H -3.777 -0.033 0.323 0.336
H -2.441 -1.009 0.515 0.328
H -1.113 0.715 0.291 0.477
```

Properties
F_max, hartree/bohr: 0.0331
SMILES: CN(C)O.NO
Highest occupied orbital energy, eV: -8.0
Electronic energy, Eh: -342.05384
HOMO-LUMO gap, eV: 8.72
Charge: 0

---

(2)
Entry from OMol25: the ion C4H2NO3 with charge -1 in a non-equilibrium geometry (the ωB97M-V functional and the def2-TZVPD basis).

```
10
Properties=species:S:1:pos:R:3:nbo_charge:R:1
O -2.387 -0.852 1.060 -0.722
C -1.989 -0.323 0.052 0.692
O -2.634 0.114 -0.954 -0.761
C -0.499 -0.062 -0.149 0.117
C 0.868 -0.143 1.153 0.023
O 1.869 0.223 0.414 -0.408
C 1.485 0.443 -0.918 0.162
N 0.186 0.267 -1.172 -0.462
H 0.778 -0.113 2.202 0.183
H 2.323 0.446 -1.688 0.175
```

Properties
F_max, hartree/bohr: 0.1464
SMILES: O=C([O-])c1cocn1
Highest occupied orbital energy (spin up / spin down), eV: -4.0 / -4.0
Electronic energy, Eh: -434.03988
HOMO-LUMO gap (spin up / spin down), eV: 7.63 / 7.63
Charge: -1

---

(3)
Entry from OMol25: a cluster of 2 separate species, C4H7NO in total in a non-equilibrium geometry (the ωB97M-V functional and the def2-TZVPD basis).

```
13
Properties=species:S:1:pos:R:3:nbo_charge:R:1
C 2.231 0.211 0.095 0.684
C 1.131 -0.725 -0.552 -0.034
C 0.527 -1.802 0.303 -0.664
C -0.784 2.201 0.073 -0.417
N 1.070 0.648 -0.159 -0.441
O 3.349 0.244 0.479 -0.524
H 1.201 -0.936 -1.616 0.176
H 1.297 -2.498 0.642 0.233
H -0.217 -2.365 -0.258 0.223
H 0.054 -1.362 1.182 0.225
H -0.156 3.066 0.065 0.184
H -1.242 1.872 -0.835 0.177
H -1.106 1.796 1.009 0.179
```

Properties
F_max, hartree/bohr: 0.0314
Highest occupied orbital energy (spin up / spin down), eV: -8.8 / -8.2
Electronic energy, Eh: -286.43589
HOMO-LUMO gap (spin up / spin down), eV: 9.06 / 6.82
Charge: 0

---

(4)
Entry from OMol25: a structure of composition C19H26N6O7SZr in a non-equilibrium geometry (the ωB97M-V functional and the def2-TZVPD basis).

```
60
Properties=species:S:1:pos:R:3:nbo_charge:R:1
Zr 0.797 -0.013 0.661 2.431
O 2.151 1.781 -0.047 -0.794
C 1.741 3.061 0.434 -0.076
C 1.408 2.868 1.889 -0.241
N 0.334 1.868 2.068 -0.500
C 0.371 1.334 3.443 -0.337
C 1.425 0.237 3.594 0.790
O 1.842 -0.076 4.679 -0.586
O 1.773 -0.321 2.451 -0.821
C -0.989 2.370 1.638 -0.346
C -1.489 1.766 0.317 0.800
O -2.643 1.850 -0.002 -0.583
O -0.529 1.190 -0.395 -0.876
H 2.307 1.828 -1.020 0.546
H 0.886 3.418 -0.146 0.195
H 2.559 3.775 0.323 0.203
H 1.119 3.816 2.357 0.203
H 2.292 2.491 2.407 0.228
H -0.592 0.875 3.662 0.246
H 0.564 2.118 4.179 0.216
H -0.957 3.454 1.487 0.221
H -1.736 2.166 2.401 0.242
C 4.310 -1.921 -1.259 -0.677
C 2.843 -1.816 -0.980 0.513
O 2.503 -0.875 -0.169 -0.775
C 1.921 -2.668 -1.539 -0.479
C 0.533 -2.673 -1.217 0.346
C -0.300 -3.787 -1.782 -0.668
N -0.024 -1.772 -0.442 -0.497
N -1.391 -1.992 -0.187 -0.389
C -1.744 -1.397 0.898 0.552
O -0.905 -0.705 1.648 -0.845
C -3.148 -1.482 1.368 -0.039
C -3.494 -0.946 2.601 -0.203
C -4.804 -1.024 3.053 -0.203
C -5.770 -1.637 2.271 -0.204
C -5.427 -2.173 1.036 -0.218
C -4.121 -2.097 0.584 -0.178
H 4.798 -2.395 -0.405 0.242
H 4.734 -0.923 -1.367 0.239
H 4.516 -2.512 -2.148 0.217
H 2.277 -3.447 -2.197 0.220
H 0.271 -4.344 -2.520 0.213
H -1.222 -3.404 -2.214 0.249
H -0.598 -4.462 -0.978 0.249
H -2.733 -0.475 3.208 0.220
H -5.069 -0.609 4.017 0.211
H -6.794 -1.699 2.619 0.212
H -6.182 -2.649 0.423 0.212
H -3.840 -2.505 -0.377 0.228
N 1.237 0.466 -2.722 -0.647
N 1.356 1.117 -3.946 -0.438
C 2.041 2.274 -4.067 0.300
N 1.966 2.829 -5.300 -0.792
S 2.935 3.006 -2.862 -0.281
H 1.496 -0.509 -2.823 0.378
H 0.291 0.554 -2.360 0.393
H 0.707 0.868 -4.679 0.370
H 1.635 2.307 -6.094 0.387
H 2.561 3.620 -5.470 0.419
```

Properties
F_max, hartree/bohr: 0.0252
Highest occupied orbital energy, eV: -8.1
Electronic energy, Eh: -2040.34326
HOMO-LUMO gap, eV: 8.28
Charge: 0